# 1
Formula: C5H8O3
Source: the OMol25 dataset
Level of theory: wB97M-V/def2-TZVPD

CARTESIAN COORDINATES (ANGSTROEM)
C (1.72421, -1.13777, -0.08999)
C (1.34109, 1.24205, 0.05769)
C (-0.54145, -0.20045, -0.04511)
C (-1.73979, -0.53549, -0.63198)
C (-1.70421, 0.55726, 0.61819)
H (1.04414, -1.18427, -1.10496)
H (2.38807, -2.04229, 0.07062)
H (0.98603, 1.41297, 1.18379)
H (1.80977, 2.10846, -0.23031)
H (-2.28755, -0.37175, -1.61010)
H (-2.25917, -1.61532, -0.10337)
H (-2.30785, 0.27626, 1.77137)
H (-1.61657, 1.82328, 0.24245)
O (2.47291, 0.11267, 0.02429)
O (0.30744, 0.67142, -0.73881)
O (0.38290, -1.11704, 0.58624)

Output
SMILES string	C1OCOC2(CC2)O1
energy	-11450.1618	eV
M	116.1	g mol⁻¹
ΔE to the lowest compared entry with this formula, charge and spin	709.9	kJ/mol
spin multiplicity	1

---

# 2
Formula: C36H44NO15
Source: the OMol25 dataset
Level of theory: wB97M-V/def2-TZVPD

CARTESIAN COORDINATES (ANGSTROEM)
O (-0.04487, -1.10314, -0.14541)
H (0.69122, -0.51059, 0.02386)
H (-0.70572, -0.50604, -0.50365)
H (0.08628, -1.76543, -0.82789)
C (-4.21172, -1.51710, -0.40388)
C (-5.12462, -1.55853, 0.68598)
C (-5.28451, -0.32070, 1.56466)
O (-6.11570, -0.28792, 2.51315)
C (-4.53423, 0.83713, 1.37775)
C (-3.58531, 0.98983, 0.16271)
C (-3.36932, -0.39675, -0.64211)
O (-2.31573, -0.46234, -1.23823)
O (-2.96041, 2.02131, -0.25033)
O (-5.92130, -2.60197, 0.71966)
H (-4.07888, -2.32726, -1.10559)
H (-4.80355, 1.72796, 1.92573)
C (1.41479, -4.07628, 1.88462)
O (0.29592, -4.07481, 1.04650)
C (0.45384, -4.94069, -0.01908)
C (-0.39894, -4.41579, -1.23229)
N (0.03627, -3.14090, -1.74454)
C (1.16474, -3.35974, -2.69112)
C (1.55735, -1.92422, -3.29661)
O (1.69541, -0.93397, -2.23256)
C (2.24009, 0.20454, -2.80237)
H (1.52759, -4.99280, 2.46374)
H (1.21214, -3.29489, 2.61705)
H (2.40733, -3.79863, 1.52982)
H (0.12936, -5.92963, 0.30466)
H (1.52311, -5.01563, -0.21692)
H (-1.44983, -4.28136, -0.97602)
H (-0.44650, -5.22218, -1.96412)
H (-0.73485, -3.06832, -2.39277)
H (0.99935, -3.81654, -3.66686)
H (2.02292, -3.74405, -2.13980)
H (0.81806, -1.56032, -4.01014)
H (2.54018, -1.92873, -3.76792)
H (3.26683, 0.11553, -3.15732)
H (2.34089, 0.81297, -1.90362)
H (1.67550, 0.78012, -3.53588)
C (5.19682, -1.90870, 0.46417)
C (3.92355, -1.20842, 0.47801)
C (3.18758, -1.13939, 1.71402)
C (3.73934, -1.76784, 2.85540)
C (4.87015, -2.61867, 2.72960)
C (5.61746, -2.49991, 1.57702)
O (6.78834, -3.12461, 1.53004)
O (1.89874, -0.69352, 1.73604)
H (5.83737, -1.91548, -0.40534)
H (3.40470, -0.71546, -0.33081)
H (3.21716, -1.77002, 3.80076)
H (5.32799, -3.11426, 3.57291)
H (6.62154, -4.05320, 1.35257)
H (1.52488, -0.52582, 2.60421)
C (-0.76545, 1.98014, -5.37027)
C (-1.05905, 3.21675, -5.92677)
C (-1.91118, 4.03703, -5.21642)
C (-2.64659, 3.70297, -4.11802)
C (-2.36183, 2.45597, -3.56475)
C (-1.43066, 1.62434, -4.19961)
O (-1.09165, 0.50483, -3.50946)
O (-2.06131, 5.33952, -5.64495)
H (-0.13174, 1.30676, -5.92829)
H (-0.62712, 3.32120, -6.91111)
H (-3.35729, 4.31711, -3.58498)
H (-2.79050, 1.89961, -2.74432)
H (-1.68969, 0.40270, -2.76547)
H (-1.61072, 5.44137, -6.48649)
C (-1.07177, 0.01832, 3.24947)
C (-2.43198, 0.05070, 3.73821)
C (-2.88493, 0.84798, 4.77266)
C (-2.03905, 1.52269, 5.55397)
C (-0.58647, 1.38863, 5.24618)
C (-0.14194, 0.60916, 4.12068)
O (1.27098, 0.34845, 4.12776)
O (-4.20664, 0.91888, 5.02887)
H (-0.85720, -0.71421, 2.48543)
H (-3.01753, -0.53729, 3.04699)
H (-2.41576, 2.15266, 6.34619)
H (0.04649, 1.98250, 5.88889)
H (1.61586, 0.78461, 4.91034)
H (-4.68459, 0.58025, 4.26828)
C (-0.49236, 3.92774, 0.13018)
C (0.00422, 5.20773, 0.45825)
C (1.33082, 5.26021, 0.94194)
C (2.02707, 4.10008, 1.24777)
C (1.54917, 2.87094, 0.77013)
C (0.24821, 2.79387, 0.33352)
O (-0.17036, 1.59430, -0.18845)
O (1.80972, 6.46850, 1.24704)
H (-1.42668, 3.78569, -0.39256)
H (-0.56647, 6.07309, 0.15514)
H (3.02986, 4.18597, 1.63949)
H (2.11115, 1.95698, 0.89362)
H (-1.11314, 1.56587, -0.36721)
H (1.42950, 7.14896, 0.68667)

Output
energy	-70242.9694	eV
M	730.7	g mol⁻¹
total charge	-1
spin multiplicity	1

---

# 3
Formula: C4H6N2OS
Source: the OMol25 dataset
Level of theory: wB97M-V/def2-TZVPD

CARTESIAN COORDINATES (ANGSTROEM)
C (0.01852, -1.71803, 0.22813)
C (-0.05549, 0.57815, -0.42197)
C (-0.91912, 0.66974, 0.81940)
C (-2.07130, -0.12588, 0.88296)
H (2.31392, -0.57941, 2.06090)
H (1.93808, -0.45784, 0.20770)
H (-0.59957, -2.63988, 0.04269)
H (-0.98873, 1.61447, 1.42317)
H (-2.56082, -0.85455, 0.16894)
H (-2.79735, -0.05291, 1.63317)
N (1.66860, -0.68091, 1.09753)
N (0.92531, -1.72906, 1.11117)
O (-0.06996, -0.71186, -0.78578)
S (0.20382, 1.81943, -1.48515)

Output
SMILES string	C=CC(=S)O/C=N\N
energy	-20103.5741	eV
M	130.2	g mol⁻¹
ΔE to the lowest compared entry with this formula, charge and spin	556.5	kJ/mol
spin multiplicity	1

---

# 4
Formula: C10H14ClO
Source: the OMol25 dataset
Level of theory: wB97M-V/def2-TZVPD

CARTESIAN COORDINATES (ANGSTROEM)
C (-0.24462, -1.72121, 0.36597)
C (-0.50821, -1.20125, 1.54846)
C (-0.92288, -0.86827, -0.62786)
C (-1.51615, 0.26048, 0.22214)
C (-0.99760, -0.97976, -1.92196)
C (0.69875, -2.84476, 0.07319)
C (1.45497, 1.41123, -0.99768)
C (1.09006, 1.78152, 1.46353)
C (-0.85285, 1.59244, -0.12099)
C (0.55578, 1.64322, 0.12163)
O (-1.28202, -0.10158, 1.48975)
Cl (-3.28173, 0.35291, -0.01305)
H (-1.75229, -0.42878, -2.29403)
H (-0.76641, -1.82549, -2.61478)
H (0.42214, -3.21772, -1.00218)
H (0.42700, -3.81091, 0.64008)
H (1.71208, -2.42600, 0.09460)
H (2.50951, 1.23414, -0.64909)
H (1.03595, 0.69074, -1.61805)
H (1.35966, 2.30440, -1.66639)
H (0.45527, 1.22484, 2.10637)
H (1.11519, 2.75972, 1.91530)
H (2.17190, 1.46753, 1.56095)
H (-1.20308, 1.75165, -1.11739)
H (-1.36103, 2.34078, 0.48770)
H (-0.31939, -1.38987, 2.55377)

Output
energy	-25156.7378	eV
M	185.7	g mol⁻¹
ΔE to the lowest compared entry with this formula, charge and spin	34.0	kJ/mol
total charge	+1
spin multiplicity	1

---

# 5
Formula: C3H5CaO3
Source: the OMol25 dataset
Level of theory: wB97M-V/def2-TZVPD

CARTESIAN COORDINATES (ANGSTROEM)
H (-0.86466, -1.13624, -1.85489)
O (-0.44408, 1.80914, -1.20778)
C (-0.16543, 0.61198, -1.50986)
C (-0.68947, -0.55050, 1.60001)
O (-1.08990, -0.16700, -1.99854)
O (1.04406, 0.22830, -1.40962)
C (0.65354, -0.60260, 1.57159)
H (-1.29492, -1.36988, 1.20666)
H (-1.21497, 0.17464, 2.22560)
H (1.18334, -1.42340, 1.08184)
H (1.26095, 0.16588, 2.05540)
Ca (1.62154, 2.25968, -1.76040)

Output
energy	-27767.6557	eV
M	129.1	g mol⁻¹
ΔE to the lowest compared entry with this formula, charge and spin	0.0	kJ/mol
total charge	+1
spin multiplicity	1

---

# 6
Formula: C8H11N2O2P
Source: the OMol25 dataset
Level of theory: wB97M-V/def2-TZVPD

CARTESIAN COORDINATES (ANGSTROEM)
C (3.46885, 0.50328, 0.83139)
C (3.25799, -0.91415, 0.49347)
C (2.44023, 1.41747, 0.57764)
C (2.07545, -1.24491, -0.06885)
C (1.19814, 0.95354, -0.02005)
C (1.00738, -0.43259, -0.35742)
C (-0.36678, -0.90116, -0.66941)
C (-0.85326, -2.08675, -0.36025)
N (-3.71263, -0.43076, 0.04978)
N (-3.00680, 2.13035, -0.01572)
O (-1.09370, 0.12184, -1.27584)
O (-1.47735, 0.57053, 1.33467)
P (-2.50690, 0.52268, 0.33314)
H (4.46763, 0.82213, 1.06750)
H (4.05055, -1.61513, 0.77988)
H (2.56035, 2.49507, 0.59459)
H (1.90514, -2.31467, -0.32240)
H (0.40011, 1.68583, -0.24032)
H (-1.87630, -2.21392, -0.70524)
H (-0.40873, -2.95866, 0.01923)
H (-3.64920, -1.34984, 0.41696)
H (-1.69129, -0.08585, -2.04616)
H (-2.45733, 2.94080, 0.29820)
H (-3.73152, 2.38489, -0.71481)

Output
energy	-24837.5097	eV
M	198.2	g mol⁻¹
ΔE to the lowest compared entry with this formula, charge and spin	0.0	kJ/mol
spin multiplicity	1

---

# 7
Formula: C18H10BrCl28FIN2O3
Source: the OMol25 dataset
Level of theory: wB97M-V/def2-TZVPD

CARTESIAN COORDINATES (ANGSTROEM)
C (-0.84535, -2.76166, -1.55680)
C (0.35795, -3.62358, -2.01532)
C (1.69418, -3.17117, -1.34601)
Br (3.26737, -3.94765, -2.25252)
N (1.83477, -1.69538, -1.19394)
C (1.91321, -1.15813, 0.04000)
N (1.81674, -1.96786, 1.21783)
C (2.92567, -2.44416, 1.52751)
O (3.80404, -3.13895, 1.77580)
C (2.09211, 0.20660, 0.26154)
C (2.19262, 1.08302, -0.82103)
C (2.42361, 2.59077, -0.69223)
O (3.29901, 2.99788, 0.00162)
O (1.59517, 3.38537, -1.41578)
I (2.53988, 4.87201, -2.40039)
C (2.06200, 0.49651, -2.09959)
F (2.15394, 1.31039, -3.13217)
C (1.88996, -0.86870, -2.26757)
C (1.76459, -1.34162, -3.71544)
H (-1.79940, -3.18432, -1.91545)
H (-0.89071, -2.85941, -0.45046)
H (-0.73556, -1.69054, -1.77167)
H (0.43166, -3.74758, -3.10511)
H (0.17136, -4.63801, -1.60841)
H (1.69933, -3.65689, -0.36054)
H (2.15953, 0.63206, 1.29156)
H (2.59582, -1.98037, -4.04149)
H (0.77070, -1.80213, -3.83872)
H (1.76630, -0.46120, -4.38249)
C (-0.04485, -5.60822, 3.05197)
Cl (-1.04090, -5.42783, 4.49738)
Cl (-1.08964, -5.80517, 1.63496)
Cl (0.96240, -4.15704, 2.84629)
Cl (0.99425, -7.02632, 3.22039)
C (-3.17346, -0.30905, -0.21003)
Cl (-1.44545, -0.01285, 0.09359)
Cl (-3.71599, -1.64744, 0.80074)
Cl (-4.05400, 1.16272, 0.17665)
Cl (-3.41585, -0.72323, -1.91359)
C (-0.63721, 4.86475, 1.35265)
Cl (0.65004, 4.70286, 2.55370)
Cl (-1.88216, 5.96216, 1.95947)
Cl (0.04531, 5.50935, -0.14691)
Cl (-1.33288, 3.27272, 1.04750)
C (-5.87476, -4.96457, -0.73583)
Cl (-6.27946, -6.56280, -1.37132)
Cl (-6.19868, -3.73694, -1.96827)
Cl (-6.85076, -4.63285, 0.70027)
Cl (-4.15613, -4.91976, -0.30063)
C (-0.74016, 2.82446, -4.58232)
Cl (0.73830, 2.48525, -5.49740)
Cl (-1.28901, 1.34458, -3.77080)
Cl (-0.41366, 4.06871, -3.36854)
Cl (-1.99514, 3.39035, -5.68804)
C (0.80523, 1.14430, 4.58530)
Cl (1.69411, 2.58475, 5.09052)
Cl (1.36324, -0.25124, 5.51385)
Cl (-0.92253, 1.38493, 4.84962)
Cl (1.09601, 0.84553, 2.84943)
C (0.65105, 8.56162, 4.59903)
Cl (-0.70141, 9.33919, 5.43033)
Cl (1.00188, 7.00669, 5.37362)
Cl (0.22325, 8.29403, 2.90144)
Cl (2.07854, 9.60104, 4.69226)

Output
energy	-459428.8927	eV
M	1520.8	g mol⁻¹
total charge	+1
spin multiplicity	1